1.
A structure of composition C51H55BiN7O2SSe. Source: OMol25; level of theory: ωB97M-V/def2-TZVPD.

Properties
Net charge: +1
Multiplicity: 1
Energy in eV: -150324.6137
LUMO in Ha: -0.129
Maximum force in eV/Å: 0.37

Last column: Löwdin charge in e.
Positions of all 118 atoms, in Å:
Bi1 -0.413 -0.115 0.058  1.80
C1 -6.999 2.158 -4.099  -0.04
C2 -6.134 2.978 -3.131  -0.56
C3 -5.452 4.094 -3.922  -0.07
C4 -7.031 3.620 -2.064  -0.04
C5 -5.120 2.058 -2.456  -0.17
C6 -3.755 2.232 -2.554  -0.06
C7 -2.889 1.354 -1.908  -0.40
Se1 -1.021 1.748 -1.984  1.13
C8 -0.335 0.532 -3.301  -0.38
C9 -0.463 0.888 -4.642  -0.05
C10 0.083 0.097 -5.630  -0.16
C11 0.774 -1.049 -5.222  0.04
C12 0.925 -1.443 -3.903  -0.07
C13 0.341 -0.620 -2.910  -0.35
O1 0.476 -0.971 -1.618  -0.39
C14 1.671 -2.729 -3.526  -0.52
C15 2.834 -2.424 -2.567  -0.04
C16 0.705 -3.722 -2.864  -0.03
C17 2.267 -3.423 -4.755  -0.06
C18 -0.033 0.420 -7.118  -0.56
C19 -0.823 1.705 -7.363  -0.07
C20 -0.753 -0.733 -7.831  -0.04
C21 1.370 0.593 -7.716  -0.04
C22 -3.339 0.275 -1.137  -0.38
O2 -2.476 -0.540 -0.517  -0.40
C23 -4.739 0.086 -1.021  -0.08
C24 -5.565 0.981 -1.684  0.03
C25 -5.330 -1.098 -0.249  -0.52
C26 -6.855 -1.011 -0.126  -0.06
C27 -4.780 -1.174 1.185  -0.04
C28 -5.008 -2.383 -1.028  -0.03
H1 -7.733 2.803 -4.586  0.09
H2 -7.544 1.366 -3.583  0.08
H3 -6.383 1.695 -4.872  0.09
H4 -6.210 4.723 -4.391  0.09
H5 -4.817 3.696 -4.716  0.09
H6 -4.845 4.734 -3.278  0.09
H7 -7.765 4.277 -2.534  0.09
H8 -6.437 4.215 -1.367  0.09
H9 -7.576 2.870 -1.490  0.08
H10 -3.338 3.050 -3.125  0.09
H11 -0.996 1.796 -4.891  0.10
H12 1.211 -1.668 -5.991  0.10
H13 2.479 -2.025 -1.618  0.05
H14 3.530 -1.713 -3.020  0.09
H15 3.388 -3.343 -2.359  0.09
H16 0.290 -3.320 -1.943  0.05
H17 1.234 -4.650 -2.633  0.09
H18 -0.119 -3.963 -3.538  0.10
H19 2.993 -2.791 -5.271  0.09
H20 1.498 -3.724 -5.467  0.09
H21 2.787 -4.327 -4.434  0.09
H22 -1.843 1.631 -6.980  0.09
H23 -0.887 1.893 -8.436  0.09
H24 -0.341 2.571 -6.906  0.09
H25 -1.757 -0.874 -7.426  0.09
H26 -0.212 -1.674 -7.726  0.08
H27 -0.842 -0.518 -8.898  0.09
H28 1.901 1.414 -7.229  0.09
H29 1.299 0.816 -8.782  0.09
H30 1.971 -0.310 -7.605  0.08
H31 -6.632 0.842 -1.597  0.10
H32 -7.170 -0.096 0.380  0.09
H33 -7.210 -1.856 0.465  0.09
H34 -7.354 -1.062 -1.095  0.09
H35 -5.034 -0.262 1.733  0.08
H36 -3.703 -1.304 1.214  0.06
H37 -5.246 -2.010 1.711  0.09
H38 -5.514 -2.374 -1.995  0.09
H39 -5.349 -3.261 -0.473  0.09
H40 -3.941 -2.479 -1.221  0.06
C29 -3.635 3.801 3.487  -0.06
C30 -2.394 4.366 3.766  -0.06
C31 -1.272 3.976 3.060  -0.01
C32 -1.405 3.002 2.070  -0.25
C33 -2.640 2.420 1.798  -0.02
C34 -3.760 2.831 2.504  -0.06
N1 -0.326 2.538 1.277  -0.01
N2 0.715 3.211 1.324  0.10
C35 1.764 2.741 0.486  -0.32
C36 2.879 3.564 0.396  0.01
C37 3.910 3.180 -0.446  -0.03
C38 3.789 1.995 -1.155  -0.02
C39 2.648 1.228 -0.984  -0.13
N3 1.651 1.588 -0.174  -0.01
H41 -4.506 4.120 4.044  0.11
H42 -2.306 5.116 4.541  0.11
H43 -0.304 4.409 3.264  0.11
H44 -2.732 1.666 1.024  0.08
H45 -4.726 2.396 2.287  0.11
H46 2.905 4.479 0.969  0.12
H47 4.791 3.800 -0.549  0.12
H48 4.563 1.658 -1.830  0.12
H49 2.524 0.284 -1.502  0.10
S1 3.521 -7.207 1.326  1.05
N4 1.990 -6.880 0.944  -0.21
C40 1.860 -5.565 0.978  -0.30
C41 0.646 -4.829 0.706  -0.08
C42 -0.560 -5.459 0.389  0.03
C43 -1.664 -4.684 0.126  -0.01
C44 -1.529 -3.299 0.170  -0.11
N5 -0.392 -2.691 0.476  0.02
C45 0.694 -3.430 0.756  -0.15
C46 1.940 -2.726 1.106  -0.15
N6 1.907 -1.386 1.163  0.06
C47 3.005 -0.747 1.535  -0.12
C48 4.205 -1.382 1.843  -0.02
C49 4.262 -2.754 1.760  0.03
C50 3.107 -3.448 1.394  -0.08
C51 3.062 -4.890 1.310  -0.31
N7 4.080 -5.708 1.523  -0.21
H50 -0.598 -6.540 0.355  0.13
H51 -2.620 -5.120 -0.127  0.12
H52 -2.359 -2.646 -0.059  0.07
H53 2.936 0.333 1.597  0.10
H54 5.064 -0.796 2.139  0.11
H55 5.166 -3.304 1.983  0.13

2.
A structure of composition H14O7. Source: OMol25; level of theory: ωB97M-V/def2-TZVPD.

Properties
Multiplicity: 1
Energy in eV: -14555.3065
LUMO in Ha: 0.005
Maximum force in eV/Å: 6.68

Last column: Löwdin charge in e.
Positions of all 21 atoms, in Å:
O1 -1.253 -2.243 0.274  0.07
H1 -1.573 -2.436 1.155  0.11
H2 -0.313 -2.103 0.386  0.09
O2 2.196 -0.518 0.280  -0.07
H3 2.304 -0.920 1.142  0.05
H4 1.256 -0.350 0.209  -0.14
O3 1.317 2.046 0.967  -0.06
H5 1.861 2.833 0.975  0.03
H6 1.366 1.730 0.065  -0.18
O4 0.135 -0.068 -0.293  -0.04
H7 -0.810 -0.079 -0.441  0.05
H8 0.478 0.511 -0.974  0.06
O5 1.836 1.401 -1.010  0.00
H9 2.750 1.193 -0.817  0.12
H10 1.650 0.931 -1.824  0.12
O6 -1.957 1.004 0.639  -0.05
H11 -2.548 0.286 0.867  0.03
H12 -1.084 0.672 0.847  0.01
O7 -2.467 -0.974 -1.024  -0.08
H13 -3.275 -1.486 -0.994  0.05
H14 -1.872 -1.430 -0.428  -0.19

3.
A structure of composition C23H32BiN7O6PS2. Source: OMol25; level of theory: ωB97M-V/def2-TZVPD.

Properties
Net charge: -1
Multiplicity: 1
Energy in eV: -83888.1411
LUMO in Ha: 0.081
Maximum force in eV/Å: 0.88

Last column: Löwdin charge in e.
Positions of all 72 atoms, in Å:
Bi1 0.344 -0.155 0.107  1.69
N1 1.095 3.812 2.440  0.04
C1 0.594 2.551 2.186  -0.92
S1 1.760 1.243 2.170  0.46
N2 -0.689 2.480 2.007  -0.02
N3 -1.134 1.212 1.683  -0.16
C2 -2.284 0.882 2.112  -0.11
C3 -2.844 -0.455 1.935  -0.16
C4 -4.223 -0.630 2.077  -0.07
C5 -4.814 -1.868 1.943  -0.11
C6 -4.005 -2.974 1.674  -0.08
C7 -2.638 -2.833 1.557  -0.01
C8 -2.020 -1.578 1.686  -0.35
O1 -0.696 -1.495 1.623  -0.38
H1 1.993 3.826 2.890  0.06
H2 0.422 4.494 2.751  0.08
H3 -2.867 1.616 2.674  0.12
H4 -4.837 0.244 2.279  0.11
H5 -5.887 -1.979 2.032  0.09
H6 -4.452 -3.954 1.546  0.10
H7 -2.000 -3.681 1.335  0.12
O2 -1.299 -4.722 -4.235  0.11
C9 -0.995 -3.712 -3.654  -0.27
C10 0.409 -3.169 -3.444  -0.30
O3 1.403 -3.487 -4.063  0.08
C11 0.283 -2.171 -2.370  -0.33
C12 -1.075 -1.967 -2.062  -0.33
O4 -1.473 -1.132 -1.166  -0.26
C13 -1.932 -2.752 -2.946  -0.31
O5 -3.133 -2.649 -3.114  0.07
O6 1.236 -1.542 -1.791  -0.28
C14 -3.636 1.251 -1.036  -0.28
P1 -1.924 1.561 -1.628  0.79
C15 -2.166 1.056 -3.384  -0.27
C16 -2.061 3.405 -1.812  -0.31
H8 -4.346 1.624 -1.778  0.04
H9 -3.803 1.765 -0.088  0.03
H10 -3.777 0.179 -0.898  0.04
H11 -2.791 1.787 -3.901  0.04
H12 -2.662 0.082 -3.396  0.04
H13 -1.214 0.960 -3.908  0.03
H14 -3.024 3.706 -2.234  0.03
H15 -1.259 3.780 -2.456  0.02
H16 -1.942 3.863 -0.825  0.02
C17 1.645 1.441 -2.842  -0.16
C18 2.667 2.182 -3.746  -0.15
N4 3.644 2.901 -2.922  -0.17
C19 2.921 3.825 -2.043  -0.15
C20 1.980 3.042 -1.084  -0.16
N5 2.019 1.613 -1.424  -0.24
C21 3.389 1.103 -1.228  -0.17
C22 4.373 1.927 -2.104  -0.15
H17 1.617 0.373 -3.055  0.10
H18 0.638 1.842 -2.968  0.08
H19 2.172 2.907 -4.396  0.11
H20 3.210 1.480 -4.381  0.11
H21 2.358 4.515 -2.677  0.11
H22 3.654 4.410 -1.483  0.11
H23 0.944 3.384 -1.154  0.10
H24 2.296 3.147 -0.047  0.08
H25 3.391 0.044 -1.493  0.11
H26 3.628 1.188 -0.168  0.08
H27 4.940 1.279 -2.776  0.11
H28 5.087 2.475 -1.486  0.11
N6 1.190 -2.205 3.182  0.12
C23 2.240 -2.449 2.413  -0.89
N7 3.364 -2.936 2.996  0.08
S2 2.218 -2.189 0.734  0.65
H29 1.252 -2.238 4.184  0.11
H30 0.330 -1.895 2.718  0.02
H31 3.317 -3.375 3.899  0.10
H32 4.099 -3.217 2.371  0.08

Frontier orbital gap list, top to bottom, in eV: 6.607; 9.929; 6.401
Energy above the lowest of the compared OMol25 structures with the same formula, charge and spin list, top to bottom, in kcal per mole: 0.0; 141.9; 12.2
HOMO energy list, top to bottom, in eV: -10.122; -9.803; -4.204